153
Properties=species:S:1:pos:R:3:forces:R:3 method="wB97M-V/def2-TZVPD" charge=-1 e_homo_ev=-8.694 fmax_ev_per_a=3.862
As 0.3547 0.3527 0.6532 0.126 0.195 -1.169
F -1.1844 1.2537 0.4067 1.220 -0.643 0.426
F 0.7435 0.6428 -1.0568 0.032 0.004 0.900
F 1.8422 -0.6382 0.8460 -1.200 1.120 0.073
F -0.0537 0.1407 2.3645 0.255 -0.073 -1.267
F -0.4577 -1.1320 0.0597 0.320 0.970 1.096
F 1.2262 1.8910 1.0298 -0.791 -1.537 -0.077
C 5.2958 8.5587 -0.6146 -0.751 -1.961 -0.689
C 5.0115 7.8329 -1.8129 0.196 0.302 2.109
C 5.8938 7.8757 -2.8521 -0.626 -0.428 -0.987
C 7.0305 8.6279 -2.7500 1.351 1.689 1.003
C 7.3498 9.3200 -1.5618 -0.509 -0.179 -0.857
C 6.4512 9.2541 -0.4763 1.312 0.773 -1.069
N 7.9558 8.7019 -3.9321 2.214 0.150 0.124
O 7.7324 7.9139 -4.8258 -0.312 0.334 0.011
O 8.9800 9.4356 -3.9290 -2.564 -1.030 0.633
H 4.7378 8.3981 0.2961 -0.617 0.099 -0.221
H 4.2131 7.1060 -1.8331 -0.325 0.298 -0.070
H 5.6625 7.3266 -3.7529 0.239 -0.026 -0.067
H 8.2451 9.9238 -1.5485 0.089 -0.077 0.120
H 6.6373 9.7675 0.4554 0.300 0.041 -0.035
C 1.5768 -1.1226 -7.5231 1.482 0.246 -0.372
C 2.8454 -1.6866 -7.1672 -1.532 0.110 -1.472
C 3.4999 -2.5148 -8.0892 -0.484 -0.367 0.660
C 2.8599 -2.8338 -9.2879 0.037 0.081 0.429
C 1.6190 -2.3108 -9.6046 -0.165 1.467 -0.527
C 1.0100 -1.3185 -8.7916 1.621 -1.334 0.497
N 3.5238 -3.7944 -10.2298 -0.049 -1.513 0.267
O 4.6397 -4.2227 -10.0214 0.663 1.150 1.094
O 2.8753 -4.2773 -11.1267 -1.409 0.764 -0.682
H 1.2155 -0.3956 -6.8107 -0.479 0.043 -0.118
H 3.2385 -1.3684 -6.2130 0.337 -0.413 -0.011
H 4.3986 -3.0579 -7.8365 0.297 0.334 -0.073
H 1.1949 -2.4738 -10.5844 0.056 -0.323 -0.046
H 0.2331 -0.7028 -9.2204 -0.374 -0.248 0.378
C -0.6025 4.2452 7.8127 -0.140 0.986 -1.601
C 0.2543 4.5647 8.8263 1.013 -0.687 0.573
C 1.4949 5.1670 8.5965 1.287 0.156 0.563
C 1.9406 5.5565 7.3307 -1.986 -1.049 0.096
C 1.0337 5.2035 6.3302 -0.273 0.040 -2.118
C -0.2262 4.5729 6.5054 0.848 0.373 1.734
N 3.3001 6.1667 7.0558 0.671 -0.137 0.264
O 4.0176 6.4021 8.0334 -1.242 -0.335 -0.919
O 3.6609 6.3621 5.8975 -1.052 -0.332 1.170
H -1.5899 3.8395 7.9763 0.107 -0.327 0.232
H 0.0248 4.0823 9.7649 0.225 0.628 0.535
H 2.2302 5.2404 9.3841 -0.210 0.173 0.402
H 1.3221 5.3905 5.3064 0.105 0.178 -0.172
H -0.9683 4.2959 5.7713 0.658 0.325 -0.784
C -3.3016 -6.3602 -3.7692 -0.448 -0.170 -1.794
C -3.5129 -7.0572 -4.9929 0.361 0.891 2.380
C -3.8266 -8.4105 -4.9248 -0.837 0.050 -0.809
C -4.0910 -9.0610 -3.7248 1.290 3.442 1.184
C -3.9193 -8.2755 -2.4932 -1.224 -2.266 -1.701
C -3.5879 -6.9521 -2.5636 1.365 -0.344 0.327
N -4.6264 -10.3933 -3.7014 0.064 0.087 -0.648
O -5.0581 -10.6965 -2.6232 -0.606 -1.270 0.867
O -4.6663 -11.0758 -4.7204 0.175 0.509 0.644
H -2.9519 -5.3384 -3.7596 -0.103 0.142 -0.229
H -3.4900 -6.4599 -5.8924 0.280 -0.501 -0.319
H -4.0231 -8.8910 -5.8719 0.041 -0.453 0.088
H -4.1406 -8.7059 -1.5277 0.077 -0.282 -0.117
H -3.3141 -6.4397 -1.6532 -0.423 0.174 0.145
C 2.7466 -8.3951 -1.4574 0.850 -0.088 0.566
C 3.0279 -7.1677 -2.3084 0.435 0.923 -0.921
C 3.9036 -6.2355 -1.4752 0.355 -0.632 1.720
S 5.1866 -7.3161 -0.6597 -0.279 -0.374 -1.953
O 5.4284 -6.9350 0.7199 -0.084 -0.125 -0.871
O 6.2975 -7.5168 -1.6046 -1.094 0.125 1.330
C 4.0696 -8.7973 -0.7441 -0.051 0.205 0.208
H 2.3150 -9.2656 -1.9514 0.092 0.213 -0.310
H 2.0547 -8.1216 -0.6608 -0.160 0.141 -0.099
H 2.1375 -6.6540 -2.6709 -0.315 0.069 0.566
H 3.5386 -7.3141 -3.2602 0.332 -0.789 0.078
H 3.4028 -6.0035 -0.5353 -0.494 0.603 -0.143
H 4.3319 -5.3300 -1.9049 0.023 -0.326 -0.140
H 3.8218 -9.1056 0.2716 0.424 -0.032 0.003
H 4.6365 -9.5739 -1.2575 -0.035 0.106 -0.008
C -4.2819 3.3332 -4.3955 1.292 0.456 -0.284
C -4.6570 1.8567 -4.2776 -1.020 0.541 0.325
C -6.0033 1.8791 -3.4417 1.447 0.087 -1.527
S -6.8931 3.3133 -4.1647 -1.360 -0.043 0.036
O -7.3531 4.1818 -3.0998 -0.087 -0.371 -0.082
O -7.8501 2.8796 -5.1978 1.483 0.355 1.275
C -5.4660 4.1120 -4.9047 -0.613 -0.681 -0.348
H -3.5180 3.5708 -5.1358 0.441 -0.609 0.033
H -3.8647 3.7235 -3.4672 -0.363 -0.007 0.246
H -3.9123 1.2420 -3.7720 0.002 0.136 -0.087
H -4.8403 1.4694 -5.2798 -0.045 -0.225 0.029
H -5.6995 2.1033 -2.4192 -0.626 -0.045 0.057
H -6.5310 0.9389 -3.6014 -0.330 0.346 0.377
H -5.4343 5.1861 -4.7214 -0.286 -0.217 0.127
H -5.6018 3.8937 -5.9639 0.105 0.267 -0.130
C -7.4071 -0.1660 4.4976 0.567 -0.877 -0.756
C -6.2492 -1.2621 4.4976 -0.911 1.010 -0.463
C -6.9622 -2.5941 4.2488 -0.553 0.469 0.208
S -8.2788 -2.1946 2.9667 1.400 -1.801 -0.326
O -9.5238 -2.6740 3.5268 0.009 0.055 -0.466
O -7.8488 -2.5961 1.6059 -0.763 0.803 2.326
C -8.2112 -0.4402 3.1722 0.633 0.723 0.712
H -6.9684 0.8297 4.5634 -0.001 0.038 -0.589
H -7.9919 -0.2156 5.4161 -0.347 -0.521 -0.195
H -5.7149 -1.1203 5.4370 0.049 -0.679 0.006
H -5.5565 -1.0440 3.6848 0.056 0.095 -0.010
H -7.4953 -2.8261 5.1707 -0.412 -0.157 -0.207
H -6.4224 -3.4987 3.9685 0.278 0.417 -0.327
H -9.2511 -0.1152 3.1384 0.176 0.215 0.054
H -7.6345 -0.0802 2.3202 -0.165 0.206 0.008
C 8.1909 0.8744 0.8687 0.622 -1.964 0.663
C 7.7971 1.9818 -0.0164 -0.017 1.442 -1.073
C 7.3375 1.3584 -1.3591 0.262 0.852 0.343
S 8.6926 0.2000 -1.7437 -0.626 0.442 -0.131
O 9.8404 0.9406 -2.3242 -1.911 -1.331 0.615
O 8.0736 -0.9748 -2.3873 1.477 1.414 0.708
C 9.0625 -0.0788 0.0360 0.449 -0.927 -0.928
H 7.3549 0.2709 1.2221 -0.339 0.253 -0.080
H 8.6976 1.2109 1.7733 0.197 0.042 -0.129
H 8.6792 2.5956 -0.1987 0.209 0.027 -0.232
H 7.1336 2.6728 0.5037 -0.592 -0.209 -0.444
H 7.2701 2.0325 -2.2129 0.065 0.181 0.180
H 6.3682 0.8775 -1.2279 0.263 -0.499 -0.163
H 10.1452 0.0261 0.1057 -0.087 0.228 0.194
H 8.8203 -1.1381 0.1213 -0.013 0.039 0.469
C -4.4823 7.1766 1.3930 0.658 0.346 0.669
C -3.8368 8.5728 1.4122 0.915 0.348 -1.102
C -4.0154 9.2233 2.7683 -0.787 -1.011 -0.033
S -5.7537 8.7820 3.1362 0.680 1.287 -0.599
O -6.6708 9.8791 2.8112 0.908 -1.296 0.289
O -5.6932 8.2336 4.4635 -0.772 -0.351 0.404
C -5.8830 7.4172 1.8935 -0.926 0.641 0.817
H -3.9004 6.5305 2.0503 -0.186 -0.105 0.240
H -4.3649 6.7412 0.4006 -0.537 0.068 -0.007
H -4.2804 9.1559 0.6052 0.009 0.215 -0.009
H -2.7792 8.4390 1.1848 0.070 0.268 -0.080
H -3.8724 10.2852 2.9682 0.015 -0.080 -0.583
H -3.3988 8.6276 3.4415 -0.234 0.222 0.433
H -6.5536 7.7791 1.1141 -0.002 -0.045 0.053
H -6.3917 6.6954 2.5325 0.194 -0.534 -0.497
C -0.3197 -5.9684 7.6326 -0.488 -0.253 -1.021
C -0.3277 -4.9124 6.4733 -0.327 -1.172 -0.058
C 0.2836 -5.5952 5.2160 -0.390 -0.686 1.417
S -0.4392 -7.3104 5.2696 0.075 1.094 -1.264
O 0.6021 -8.2355 4.8875 -0.258 -0.160 0.226
O -1.7133 -7.3291 4.5294 1.447 0.046 1.245
C -0.7761 -7.3302 7.0688 0.004 -0.364 -0.985
H -1.0341 -5.7085 8.4138 0.356 0.325 0.130
H 0.7071 -5.9634 7.9983 -0.154 -0.555 0.330
H 0.2842 -4.0925 6.8494 -0.413 0.356 -0.514
H -1.3760 -4.6836 6.2815 0.156 0.643 -0.064
H 1.3460 -5.7250 5.4221 0.072 -0.192 -0.344
H 0.1279 -5.1651 4.2265 -0.216 0.063 0.266
H -0.3670 -8.2335 7.5212 0.426 0.216 -0.130
H -1.8419 -7.5357 6.9683 -0.288 0.648 0.729